C3H9NO | ωB97M-V/def2-TZVPD

```
! RIJCOSX wB97M-V def2-TZVPD def2/J DEFGRID3
* xyz 0 1
C 0.5142 -0.8619 -1.4017
C 0.3951 0.3569 -0.5787
C 1.0557 0.4187 0.7133
N 1.9204 -0.6262 1.2549
H -0.1118 -1.6919 -1.0655
H 1.5066 -1.3203 -1.4871
H 0.1819 -0.6885 -2.4422
H 0.1446 1.2964 -1.0349
H 0.8980 1.1296 1.5013
H 1.7892 -1.6069 1.0350
H 2.7485 -0.4265 1.7816
O -3.9939 1.6125 0.5717
H -3.0812 1.6564 0.2182
H -3.9673 0.7517 0.9342
*
```

Properties
Calculated total energy (eV): -6792.90708
E_HOMO (eV): -8.1
ΔE to the lowest compared entry with this formula, charge and spin (kJ/mol): 207.31
Structure (SMILES): C/C=C\N.O



C3H9NO | ωB97M-V/def2-TZVPD

```
! RIJCOSX wB97M-V def2-TZVPD def2/J DEFGRID3
* xyz 0 1
C 1.2014 -2.9857 0.5668
C 1.3525 -1.8024 1.1762
N 1.2191 -0.5614 0.5850
C 1.3153 0.6220 1.3965
H 0.5896 -3.0767 -0.3184
H 1.6951 -3.8085 1.0598
H 1.6560 -1.7213 2.2110
H 0.6667 -0.5605 -0.2567
H 2.3376 0.7194 1.7599
H 1.0481 1.5327 0.8637
H 0.6523 0.5874 2.2643
O -4.9769 3.5881 -3.6839
H -4.5165 3.6766 -4.5332
H -4.2405 3.7902 -3.0909
*
```

Properties
Calculated total energy (eV): -6793.25260
E_HOMO (eV): -7.8
ΔE to the lowest compared entry with this formula, charge and spin (kJ/mol): 173.97
Structure (SMILES): C=CNC.O



C3H9NO | ωB97M-V/def2-TZVPD

```
! RIJCOSX wB97M-V def2-TZVPD def2/J DEFGRID3
* xyz 0 1
C -1.2341 0.8800 1.5904
C -0.4676 1.4593 0.6906
N 0.8950 1.2268 0.3628
H -2.0761 1.3191 2.1043
H -0.9934 -0.1438 1.8785
H -1.0180 2.1004 -0.0326
H 1.2412 1.8956 -0.3018
H 1.4863 1.2432 1.1893
C 0.4130 -1.9262 -1.5588
O -0.0111 -1.4513 -0.2754
H 1.4708 -1.7237 -1.7959
H -0.1685 -1.3595 -2.2889
H 0.2685 -2.9951 -1.5240
H 0.1940 -0.5248 -0.0386
*
```

Properties
Calculated total energy (eV): -6792.55383
E_HOMO (eV): -8.6
ΔE to the lowest compared entry with this formula, charge and spin (kJ/mol): 241.39
Structure (SMILES): C=CN.CO